{"formula": "C3H7NO2S", "method": "ωB97M-V with the def2-TZVPD basis set", "species": ["O", "C", "C", "O", "S", "H", "H", "H", "H", "C", "N", "H", "H", "H"], "coordinates": [[-0.87225, 1.64011, 1.24260], [-0.95881, 0.91539, 0.13673], [-1.49337, -0.26303, -0.15048], [-1.66481, -0.64640, -1.47552], [-2.45283, -1.34545, 0.88679], [-1.26817, 1.24850, 1.99002], [-0.37089, 1.36005, -0.67680], [-1.30033, -1.58514, -1.76844], [-1.75167, -1.11167, 2.06453], [2.54755, -0.07920, -0.78711], [1.73128, 0.00515, 0.15589], [3.56185, -0.03966, -0.95368], [2.08269, -0.30997, -1.77903], [2.20977, 0.21132, 1.11450]], "forces_ev_per_angstrom": [[0.759, 1.160, -0.032], [0.737, -0.458, -2.294], [-1.095, -0.696, -0.063], [1.188, -1.958, -1.261], [0.801, 0.514, 1.265], [-0.937, -0.901, 1.280], [-0.509, -0.064, 0.324], [-0.833, 2.813, 1.650], [-0.529, -0.325, -0.918], [-2.958, -0.891, -2.505], [1.414, 0.553, 3.078], [2.735, 0.451, 0.964], [0.016, 0.197, 0.538], [-0.789, -0.395, -2.025]], "energy_ha": -721.8237, "lumo_ev": 0.602, "e_homo_ev": -7.746, "homo_lumo_gap_ev": 8.35, "relative_energy_kcal_mol": 87.2, "molar_mass_g_mol": 121.161}

{"formula": "C2HCoO3", "method": "ωB97M-V with the def2-TZVPD basis set", "species": ["C", "O", "C", "O", "O", "Co", "H"], "coordinates": [[-0.64945, -1.37399, 0.45104], [-0.69116, -0.21008, -0.23798], [0.69323, 0.37180, -0.12913], [1.36975, -0.45785, 0.46596], [0.57946, 1.60636, -0.13404], [-1.27923, 2.12054, -0.24270], [-0.02259, -2.05678, -0.17315]], "forces_ev_per_angstrom": [[1.252, 3.768, -4.187], [-2.853, -3.613, 1.894], [1.587, 0.022, 4.479], [0.235, 0.927, -1.845], [1.086, -0.703, -1.378], [-0.879, 0.648, -0.098], [-0.429, -1.049, 1.134]], "energy_ha": -1684.7317, "lumo_ev": [-7.956, -8.555], "e_homo_ev": [-12.733, -17.044], "homo_lumo_gap_ev": [4.78, 8.49], "charge": 1, "multiplicity": 6, "molar_mass_g_mol": 131.960}

{"formula": "C6H17N2", "method": "ωB97M-V with the def2-TZVPD basis set", "species": ["C", "C", "C", "N", "H", "H", "H", "H", "H", "H", "H", "H", "C", "C", "C", "N", "H", "H", "H", "H", "H", "H", "H", "H", "H"], "coordinates": [[-0.41303, 1.55432, -2.97743], [-0.12190, 1.92136, -1.52331], [-1.98643, 1.33641, 0.00285], [-0.78661, 1.04003, -0.58706], [-0.08313, 0.54389, -3.20864], [-1.48347, 1.65196, -3.15360], [0.07275, 2.25754, -3.66105], [0.94869, 1.92622, -1.31380], [-0.50816, 2.92455, -1.33898], [-2.47209, 0.60500, 0.62734], [-2.36853, 2.34429, -0.01962], [-0.31868, 0.18624, -0.33881], [0.75177, -2.08973, 0.81934], [0.51566, -1.05240, 1.91774], [1.62043, -0.01734, 2.00279], [-0.36712, -3.03776, 0.76270], [1.65667, -2.65524, 1.04420], [0.93801, -1.58089, -0.13751], [0.39295, -1.60685, 2.85033], [-0.43951, -0.56311, 1.71053], [1.82201, 0.42761, 1.02665], [2.55038, -0.47336, 2.34551], [1.34833, 0.79347, 2.67655], [-0.10638, -3.82376, 0.17666], [-1.16260, -2.61243, 0.29665]], "forces_ev_per_angstrom": [[0.039, 0.443, 0.015], [-0.389, -0.145, -0.010], [-0.310, -0.021, 0.084], [0.248, 0.037, 0.035], [-0.035, -0.058, -0.044], [-0.065, -0.243, -0.014], [0.114, -0.120, 0.063], [0.048, 0.015, -0.053], [0.148, 0.103, 0.070], [0.127, -0.075, -0.009], [0.134, 0.062, -0.126], [-0.052, 0.005, -0.028], [-0.137, 0.064, 0.236], [-0.144, -0.363, -0.369], [0.068, -0.031, 0.001], [0.177, 0.000, -0.317], [0.070, -0.020, 0.022], [0.026, 0.023, -0.057], [-0.002, 0.165, 0.066], [-0.073, 0.057, 0.123], [-0.034, 0.035, -0.058], [0.035, 0.064, 0.066], [0.081, -0.010, 0.077], [-0.054, -0.032, 0.088], [-0.021, 0.043, 0.139]], "energy_ha": -348.2391, "lumo_ev": [0.959, 0.943], "e_homo_ev": [-5.911, -9.543], "homo_lumo_gap_ev": [6.87, 10.49], "relative_energy_kcal_mol": 0.0, "multiplicity": 2, "molar_mass_g_mol": 117.216}

{"formula": "C65H63N4O34S", "method": "ωB97M-V with the def2-TZVPD basis set", "species": ["C", "C", "C", "C", "C", "C", "C", "N", "C", "C", "C", "C", "S", "C", "N", "N", "C", "O", "C", "C", "C", "C", "N", "O", "H", "H", "H", "H", "H", "H", "H", "H", "H", "H", "H", "H", "H", "H", "H", "H", "H", "H", "H", "H", "H", "H", "H", "H", "H", "H", "H", "H", "H", "H", "H", "C", "C", "C", "O", "C", "C", "C", "O", "O", "O", "H", "H", "H", "H", "C", "C", "C", "O", "C", "C", "C", "O", "O", "O", "H", "H", "H", "H", "C", "C", "C", "O", "C", "C", "C", "O", "O", "O", "H", "H", "H", "H", "C", "C", "C", "O", "C", "C", "C", "O", "O", "O", "H", "H", "H", "H", "C", "C", "C", "O", "C", "C", "C", "O", "O", "O", "H", "H", "H", "H", "C", "C", "C", "O", "C", "C", "C", "O", "O", "O", "H", "H", "H", "H", "C", "C", "C", "O", "C", "C", "C", "O", "O", "O", "H", "H", "H", "H", "C", "C", "C", "O", "C", "C", "C", "O", "O", "O", "H", "H", "H", "H"], "coordinates": [[6.66173, 2.49612, -2.28482], [6.45922, 1.98238, -0.77972], [7.86083, 2.18826, -0.09504], [5.46231, 2.99314, -0.11200], [3.94575, 2.48204, -0.02497], [3.40433, 2.29858, -1.50028], [1.84554, 2.31909, -1.64184], [1.53580, 2.40497, -3.10893], [3.17775, 3.59447, 0.77803], [1.89058, 3.08577, 1.54257], [0.79611, 4.20955, 1.44300], [-0.60967, 3.79936, 2.00364], [-1.17162, 2.12344, 1.50487], [-1.60743, 2.15840, -0.22704], [-1.26757, 1.20675, -1.08436], [-1.76643, 1.45924, -2.32927], [-2.40487, 2.60293, -2.16374], [-2.35924, 3.10520, -0.91127], [4.01614, 1.08652, 0.71828], [5.14963, 0.09966, 0.23041], [5.93235, -0.41772, 1.50228], [4.37938, -1.18171, -0.33812], [5.99666, 0.57869, -0.89147], [7.08066, -0.16417, -0.86225], [7.66260, 2.18785, -2.67652], [5.90301, 1.95831, -2.90614], [6.51290, 3.58991, -2.38654], [8.68967, 1.91032, -0.78401], [7.96412, 3.29853, 0.04723], [7.95268, 1.74185, 0.91658], [5.77878, 3.22034, 0.93327], [5.39294, 3.97159, -0.65308], [3.78039, 3.16609, -2.10292], [3.74833, 1.33340, -1.95204], [1.33890, 1.40723, -1.25425], [1.38369, 3.22966, -1.18178], [0.57987, 2.72595, -3.25043], [2.13972, 3.11444, -3.52551], [3.88182, 4.02650, 1.52700], [2.89788, 4.42572, 0.08077], [2.16979, 3.00881, 2.62472], [1.57083, 2.11479, 1.11728], [0.74211, 4.61510, 0.40108], [1.15801, 5.06783, 2.06919], [-0.64267, 3.84074, 3.11666], [-1.34573, 4.56744, 1.65633], [-2.98867, 3.17455, -2.90348], [4.18365, 1.29951, 1.80252], [2.99637, 0.62777, 0.65773], [6.28552, -1.45780, 1.29967], [6.73593, 0.26282, 1.85251], [5.18663, -0.53498, 2.33581], [4.15619, -0.98950, -1.41797], [3.42955, -1.37775, 0.19812], [5.04531, -2.07939, -0.32612], [-5.25926, 3.35281, -7.73557], [-4.42716, 2.89832, -6.79226], [-3.57826, 3.82873, -5.98634], [-2.85118, 3.37000, -5.12284], [-3.65790, 5.25725, -6.27494], [-4.48708, 5.71102, -7.22086], [-5.35759, 4.78331, -8.00842], [-6.10995, 5.24355, -8.84597], [-4.57909, 7.01676, -7.50812], [-4.31467, 1.58844, -6.52352], [-5.87989, 2.69156, -8.32306], [-3.02596, 5.91733, -5.69695], [-5.24368, 7.08144, -8.22055], [-3.65418, 1.51775, -5.80682], [4.62517, -4.92222, 4.49703], [4.65171, -3.61300, 4.22981], [3.75438, -3.00974, 3.18909], [3.79632, -1.80773, 2.98942], [2.86455, -3.90512, 2.45196], [2.84609, -5.21300, 2.72121], [3.71769, -5.80873, 3.77424], [3.65104, -7.00383, 3.99535], [2.03773, -6.06526, 2.05520], [5.48550, -2.78448, 4.88636], [5.26415, -5.37009, 5.24544], [2.23590, -3.46501, 1.69436], [2.21723, -6.94592, 2.44028], [5.32686, -1.89275, 4.52597], [-7.31720, -0.47938, -2.17257], [-6.20847, 0.06693, -2.68046], [-5.49716, -0.54643, -3.84382], [-4.50274, -0.00072, -4.28502], [-6.03125, -1.78368, -4.39954], [-7.13792, -2.33407, -3.89155], [-7.86620, -1.70705, -2.74625], [-8.87995, -2.23159, -2.32683], [-7.64304, -3.47147, -4.38704], [-5.67933, 1.19228, -2.17317], [-7.84221, -0.04468, -1.33322], [-5.49783, -2.22600, -5.22921], [-8.43850, -3.65843, -3.85370], [-4.88759, 1.37499, -2.71483], [5.70410, 2.65213, 4.80077], [5.59134, 3.76928, 5.52733], [4.91019, 3.76996, 6.85960], [4.84708, 4.80481, 7.49426], [4.34144, 2.51229, 7.33944], [4.45155, 1.39766, 6.61134], [5.15596, 1.39142, 5.29317], [5.24878, 0.34966, 4.67081], [3.93336, 0.23024, 7.03244], [6.08324, 4.94046, 5.09828], [6.19585, 2.63758, 3.83730], [3.83660, 2.52700, 8.29381], [4.14528, -0.41924, 6.33522], [5.87488, 5.58501, 5.80125], [-2.83545, -4.66619, 2.15813], [-4.01170, -5.30123, 2.14700], [-4.10419, -6.77287, 1.89547], [-5.19502, -7.31095, 1.91359], [-2.86701, -7.50323, 1.63228], [-1.69050, -6.86742, 1.63984], [-1.59597, -5.40138, 1.91817], [-0.50210, -4.86851, 1.93273], [-0.54027, -7.51160, 1.39979], [-5.16589, -4.65075, 2.36167], [-2.75529, -3.60331, 2.34074], [-2.94838, -8.56299, 1.43473], [0.15855, -6.83131, 1.46459], [-5.86364, -5.33087, 2.30299], [0.98856, -1.45927, -2.37829], [0.78656, -1.38773, -3.69578], [0.41869, -2.59640, -4.49782], [0.22475, -2.48381, -5.69283], [0.31204, -3.87553, -3.79728], [0.51783, -3.94177, -2.47856], [0.85823, -2.72462, -1.68047], [1.01828, -2.82783, -0.47995], [0.42833, -5.10153, -1.80644], [0.90085, -0.23405, -4.34971], [1.25111, -0.59331, -1.78930], [0.06287, -4.74677, -4.38713], [0.61775, -4.87984, -0.87141], [0.70240, -0.44003, -5.28211], [2.29711, -0.94765, 9.63116], [2.18380, 0.16757, 10.35687], [1.50391, 0.17044, 11.68758], [1.44149, 1.20704, 12.32090], [0.93475, -1.08653, 12.16956], [1.04466, -2.20314, 11.44189], [1.74929, -2.21004, 10.12273], [1.84160, -3.25206, 9.50310], [0.52943, -3.36938, 11.85958], [2.67791, 1.34123, 9.92348], [2.78847, -0.95971, 8.66979], [0.42994, -1.06867, 13.12541], [0.74373, -4.01542, 11.16003], [2.47055, 1.98847, 10.62480], [-9.58535, 1.70866, -8.07847], [-8.75262, 0.95621, -7.35305], [-8.92370, -0.52603, -7.25259], [-8.12930, -1.17099, -6.59471], [-10.05094, -1.13645, -7.95213], [-10.88656, -0.38389, -8.67552], [-10.69996, 1.09493, -8.79797], [-11.47370, 1.73665, -9.48120], [-11.93077, -0.91795, -9.32572], [-7.72103, 1.49387, -6.68049], [-9.47083, 2.78095, -8.16070], [-10.17372, -2.20646, -7.85737], [-12.37262, -0.16964, -9.77028], [-7.27378, 0.74422, -6.24216]], "forces_ev_per_angstrom": [[-0.267, -1.132, -0.016], [0.760, 3.177, -1.796], [-0.196, 0.737, -0.156], [-1.690, -0.638, 0.381], [1.487, -0.338, -0.306], [-0.844, 0.247, 0.633], [-0.065, 0.616, -1.009], [0.354, 0.129, 0.542], [-0.133, -0.602, 0.061], [0.498, 1.407, -0.285], [0.255, -0.339, 0.595], [0.121, 1.261, -1.020], [-0.617, 0.113, -0.449], [0.495, -0.609, -1.951], [0.702, 0.065, 2.173], [-1.404, 2.332, 0.930], [-0.131, -0.467, -0.884], [0.451, -0.655, 0.643], [-0.383, 1.432, -0.056], [-2.730, -1.984, 0.869], [-0.672, -0.157, -0.011], [0.664, 0.315, -0.679], [2.388, 0.015, 3.240], [-0.803, -0.293, -1.514], [-0.776, 0.335, 0.333], [0.540, 0.649, 0.316], [0.266, -0.689, 0.108], [-0.615, -0.227, 0.794], [-0.139, -0.864, -0.120], [-0.007, 0.031, -0.755], [-0.110, -0.261, -0.620], [0.529, -0.808, 0.349], [-0.166, -0.755, 0.312], [-0.021, 0.898, 0.314], [0.445, 0.665, -0.015], [0.552, -0.816, 0.287], [0.137, -0.268, 0.027], [-0.173, -0.154, 0.126], [-0.439, -0.217, -0.508], [0.285, -0.639, 0.446], [-0.404, -0.477, -0.848], [-0.055, 0.656, 0.482], [-0.235, -0.565, 0.738], [-0.326, -0.578, -0.508], [0.071, -0.487, -0.795], [0.396, -0.744, 0.321], [0.660, -0.421, 0.466], [-0.067, -0.118, -0.706], [0.985, 0.058, 0.005], [0.278, 1.042, 0.135], [-0.380, -0.508, -0.337], [0.916, 0.433, -1.061], [-0.071, -0.127, 0.797], [0.711, 0.038, -0.189], [-0.561, 0.669, 0.089], [-0.078, 0.321, -0.169], [-0.290, -0.824, -0.322], [0.145, 0.639, 0.035], [-0.129, -0.252, -0.042], [0.142, -0.282, 0.201], [0.357, 0.717, 0.274], [-0.239, -0.725, -0.171], [0.121, 0.377, 0.076], [-0.316, -0.648, -0.226], [0.272, 0.940, 0.116], [0.004, -0.003, 0.041], [-0.017, 0.013, -0.023], [0.014, 0.079, 0.012], [-0.112, -0.309, 0.060], [-0.119, -0.252, -0.062], [0.573, 0.024, 0.551], [-0.318, 0.063, -0.358], [-0.189, -0.508, 0.503], [0.112, 0.212, 0.024], [-0.611, 0.158, -0.629], [0.443, -0.045, 0.467], [-0.242, -0.022, -0.261], [0.676, -0.285, 0.540], [-0.662, -0.041, -0.537], [-0.009, 0.023, -0.002], [-0.136, 0.047, -0.114], [0.113, 0.035, 0.007], [0.107, 0.232, -0.029], [-0.209, -0.191, -0.020], [-0.199, 0.499, 0.613], [0.011, -0.647, -0.415], [0.036, 0.333, 0.275], [0.349, 0.258, 0.072], [0.225, -0.549, -0.608], [-0.081, 0.430, 0.427], [0.036, -0.246, -0.231], [-0.189, 0.495, 0.610], [0.144, -0.403, -0.558], [0.018, 0.003, -0.012], [-0.047, 0.011, -0.016], [-0.004, -0.065, -0.073], [0.041, -0.017, 0.078], [-0.094, -0.331, -0.060], [0.408, 0.280, -0.678], [-0.325, -0.349, 0.460], [0.163, 0.181, -0.280], [0.078, 0.349, 0.016], [-0.416, -0.186, 0.662], [0.291, 0.366, -0.422], [-0.107, -0.282, 0.309], [0.429, 0.207, -0.695], [-0.377, -0.270, 0.595], [0.010, 0.007, 0.012], [0.012, -0.063, -0.029], [-0.043, -0.041, 0.069], [0.058, 0.050, -0.051], [0.268, -0.031, -0.008], [-0.184, 0.769, 0.151], [0.303, -0.604, -0.150], [-0.171, 0.330, 0.064], [-0.311, 0.046, 0.049], [0.136, -0.788, -0.188], [-0.234, 0.697, 0.130], [-0.094, -0.254, -0.142], [-0.170, 0.686, 0.150], [0.191, -0.694, -0.136], [-0.009, -0.018, -0.003], [0.019, 0.011, 0.007], [0.108, 0.025, -0.004], [-0.035, 0.066, 0.021], [0.079, -0.211, 0.392], [0.116, 0.733, 0.090], [-0.113, -0.641, 0.015], [0.071, 0.323, -0.009], [-0.034, 0.148, -0.253], [-0.169, -0.791, -0.205], [0.117, 0.750, -0.103], [0.039, -0.503, 0.341], [0.143, 0.683, 0.296], [-0.195, -0.724, -0.428], [-0.054, 0.018, -0.019], [-0.001, 0.001, 0.022], [-0.036, -0.051, -0.090], [0.002, 0.100, -0.015], [-0.059, -0.336, -0.037], [0.375, 0.149, -0.671], [-0.341, -0.302, 0.493], [0.171, 0.186, -0.276], [0.082, 0.295, -0.006], [-0.426, -0.237, 0.676], [0.301, 0.324, -0.439], [-0.188, -0.167, 0.247], [0.386, 0.248, -0.594], [-0.377, -0.149, 0.669], [0.002, 0.044, 0.042], [0.011, -0.016, -0.011], [-0.037, -0.051, 0.065], [0.022, 0.000, -0.017], [-0.216, 0.022, -0.171], [0.278, 0.747, 0.104], [-0.378, -0.558, -0.176], [0.150, 0.334, 0.074], [0.267, 0.000, 0.190], [-0.308, -0.769, -0.079], [0.325, 0.577, 0.142], [-0.194, -0.303, -0.069], [0.307, 0.689, 0.093], [-0.310, -0.694, -0.080], [0.014, -0.015, -0.001], [-0.004, 0.013, -0.019], [-0.046, -0.070, -0.032], [0.109, 0.064, -0.032]], "energy_ha": -5689.8571, "lumo_ev": [-1.854, -1.854], "e_homo_ev": [-8.821, -8.945], "homo_lumo_gap_ev": [6.97, 7.09], "multiplicity": 2, "molar_mass_g_mol": 1476.280}